(1)
The following is a quantum chemistry calculation of C16H15F3N2O2 in the gas phase in a non-equilibrium geometry, from the OMol25 dataset.

The relative energy (zero: lowest compared OMol25 entry of this formula, charge and spin) comes out at 13.378 eV. The value obtained for the lowest unoccupied orbital energy is -0.526 eV. The value obtained for the HOMO-LUMO gap is 8.49 eV. As for the SMILES: CN(CCc1ccccn1)C(=O)c1ccc(OC(F)(F)F)cc1. For the largest force on an atom, the calculation gives 17.0 eV/Å.

```
! wB97M-V def2-TZVPD RIJCOSX def2/J DEFGRID3
* xyz 0 1
F 0.71222 -4.70398 2.93386
F 0.66532 -6.72218 1.78614
F -0.81401 -5.35233 1.71310
O 1.01264 -4.78365 0.74400
O -0.32993 0.75258 -2.16488
N 0.67800 1.67494 -0.38880
N -0.18972 5.90610 0.00930
C 0.24481 0.65073 -1.24565
C -0.64489 7.21149 -0.33125
C -1.15657 4.79655 -0.56866
C 0.32564 2.82789 -0.83657
C -1.87301 4.99875 -1.62003
C 0.37901 -5.37280 1.55743
C 0.56474 -0.80017 -0.42322
C 1.45986 -3.12417 -0.93151
C -0.26137 -1.37294 0.62676
C 0.83829 -3.51305 0.22327
C -1.92141 6.38693 -2.27799
C -1.42267 7.47539 -1.24111
C -0.75992 3.48109 -0.10492
C 1.32414 1.38496 0.85167
C 1.20812 -1.72751 -1.30918
C -0.24737 -2.73015 1.08463
H -0.76597 -0.56223 0.98285
H -2.50034 6.55742 -3.10539
H 1.60181 0.31103 0.86734
H 0.25943 2.81778 -1.81945
H 1.70882 -1.53609 -2.43519
H -0.45519 3.57368 1.13409
H 0.92518 1.52988 1.74436
H -1.40676 8.44513 -1.69469
H -2.27676 4.26872 -2.15045
H 1.21207 3.32707 -0.74505
H 2.19416 2.09060 0.71919
H -0.19530 7.93437 0.24208
H 2.08069 -3.89221 -1.54212
H -1.59962 2.89362 0.03863
H -0.67981 -2.99800 1.90115
*
```

***

(2)
The following is a quantum chemistry calculation of C19H28N4O5S in the gas phase, from the OMol25 dataset.

The relative energy (zero: lowest compared OMol25 entry of this formula, charge and spin) comes out at 0.495 eV. The value obtained for the lowest unoccupied orbital energy is 0.390 eV. The value obtained for the HOMO-LUMO gap is 9.02 eV. As for the SMILES: CC1(C)Cc2c(sc(NC(=O)C(=O)NCCCN3CCOCC3)c2C(N)=O)CO1. For the largest force on an atom, the calculation gives 0.8 eV/Å.

```
! wB97M-V def2-TZVPD RIJCOSX def2/J DEFGRID3
* xyz 0 1
S -1.70729 2.74066 0.65934
O -0.16908 -1.17545 1.49394
O -4.15981 3.36505 -2.48689
O 2.35823 0.93685 2.66208
O 0.11975 0.10841 -2.94965
O 2.22844 -2.93747 -1.07921
N 3.50489 -2.52865 1.41639
N 0.33679 1.00869 0.99607
N -0.40429 -1.37332 -1.32393
N 1.88393 -1.20882 3.27383
C 3.98875 -1.86206 0.22071
C 0.50222 -0.16400 1.62835
C -4.21725 2.02173 -2.97422
C -2.81311 1.38727 -2.94184
C -0.70163 1.39544 0.15067
C 2.97272 -1.41621 4.19483
C 1.82062 -3.62935 0.08134
C -2.17432 1.63493 -1.61541
C -0.37069 -0.14443 -1.87012
C -5.19631 1.16866 -2.15832
C 3.78722 -2.66558 3.86114
C 2.98716 -3.83304 1.04635
C -3.76997 3.51519 -1.14538
C -4.70692 2.14848 -4.41619
C 2.82219 -1.70086 -0.75275
C -1.07192 0.91319 -1.06994
C 4.47326 -2.57143 2.49627
C -2.61580 2.63292 -0.80710
C 1.70289 -0.08930 2.57798
H 3.59863 -0.52191 4.14415
H -0.66519 -1.49337 -0.35345
H 4.36475 -0.87296 0.48906
H 0.15226 -2.09717 -1.75683
H -2.18633 1.83083 -3.71981
H 5.17541 -3.41497 2.38114
H 3.76383 -4.45145 0.56037
H 2.57119 -1.50680 5.21130
H 1.02860 -3.06676 0.59517
H -6.13711 1.70105 -2.03694
H 4.79870 -2.43431 -0.26556
H -2.87601 0.31658 -3.14018
H 5.05362 -1.64643 2.46404
H 4.55176 -2.79216 4.62887
H 1.28570 -1.99049 3.04098
H -4.67768 1.18170 -4.91007
H -5.72415 2.52959 -4.42980
H 0.98652 1.72620 1.32296
H 2.07612 -1.03639 -0.29436
H 3.13433 -3.53934 3.89291
H -4.79153 0.93631 -1.17597
H 1.42623 -4.58822 -0.26019
H -3.50269 4.57104 -1.03260
H 3.15550 -1.26583 -1.69597
H -5.38889 0.23528 -2.67991
H 2.63220 -4.35799 1.93446
H -4.61316 3.30795 -0.46332
H -4.07223 2.84592 -4.95511
*
```

***

(3)
The following is a quantum chemistry calculation of C4H5NO2 in the gas phase in a non-equilibrium geometry, from the OMol25 dataset.

The relative energy (zero: lowest compared OMol25 entry of this formula, charge and spin) comes out at 2.855 eV. The value obtained for the lowest unoccupied orbital energy is 0.474 eV. The value obtained for the HOMO-LUMO gap is 8.83 eV. As for the SMILES: CC(O)=C=NC=O. For the largest force on an atom, the calculation gives 3.6 eV/Å.

```
! wB97M-V def2-TZVPD RIJCOSX def2/J DEFGRID3
* xyz 0 1
O 1.97670 -2.30280 -0.02049
O -0.59183 1.93235 0.49459
N 1.56320 -0.16915 -0.72631
C -0.61667 0.60322 0.22120
C 2.35031 -1.18409 -0.26435
C 0.51895 0.20331 -0.24173
C -1.93954 -0.04048 0.07625
H -2.48005 -0.02441 1.00989
H 3.37457 -0.86840 -0.23063
H -1.84236 -1.07467 -0.23537
H 0.21133 2.43850 0.57959
H -2.52460 0.48662 -0.66265
*
```

***

(4)
The following is a quantum chemistry calculation of C2H4NP in the gas phase in a non-equilibrium geometry, from the OMol25 dataset.

The relative energy (zero: lowest compared OMol25 entry of this formula, charge and spin) comes out at 4.205 eV. The value obtained for the lowest unoccupied orbital energy is -0.172 eV. The value obtained for the HOMO-LUMO gap is 7.94 eV. As for the SMILES: C=NC#[PH2]. For the largest force on an atom, the calculation gives 9.5 eV/Å.

```
! wB97M-V def2-TZVPD RIJCOSX def2/J DEFGRID3
* xyz 0 1
P 2.12061 -0.25115 -0.14917
N -0.53417 -0.12217 0.31579
C 0.70460 0.28260 0.73051
C -1.91974 -0.46309 -0.06851
H 3.03160 0.76906 0.35082
H -2.35967 0.29313 -0.69006
H 1.42372 0.23446 -1.31564
H -2.46694 -0.74283 0.82627
*
```

***

(5)
The following is a quantum chemistry calculation of C3H9NS in the gas phase in a non-equilibrium geometry, from the OMol25 dataset.

The relative energy (zero: lowest compared OMol25 entry of this formula, charge and spin) comes out at 0.252 eV. The value obtained for the lowest unoccupied orbital energy is 0.961 eV. The value obtained for the HOMO-LUMO gap is 9.59 eV. As for the SMILES: C[C@H](S)CN. For the largest force on an atom, the calculation gives 1.2 eV/Å.

```
! wB97M-V def2-TZVPD RIJCOSX def2/J DEFGRID3
* xyz 0 1
S -1.47701 -0.06035 0.53069
N 0.61666 1.25019 -1.23292
C 0.73845 -1.61511 -0.22714
C 1.05335 0.85761 0.11770
C 0.29337 -0.38952 0.59566
H 0.73606 2.24328 -1.41449
H 2.09949 0.54290 0.15116
H 1.80443 -1.78967 -0.11095
H 0.24128 -2.54759 0.15045
H 0.99838 1.63897 0.85254
H -1.40098 0.39235 -0.78359
H 0.62075 -1.55358 -1.33928
H 1.14539 0.76481 -1.91856
H 0.55973 -0.59518 1.63489
*
```

***

(6)
The following is a quantum chemistry calculation of C2H6N4 in the gas phase in a non-equilibrium geometry, from the OMol25 dataset.

The relative energy (zero: lowest compared OMol25 entry of this formula, charge and spin) comes out at 5.204 eV. The value obtained for the lowest unoccupied orbital energy is 0.645 eV. The value obtained for the HOMO-LUMO gap is 9.85 eV. As for the SMILES: [H]/N=C\N(N)/C=N/[H]. For the largest force on an atom, the calculation gives 9.0 eV/Å.

```
! wB97M-V def2-TZVPD RIJCOSX def2/J DEFGRID3
* xyz 0 1
N -2.05366 -0.40573 -0.51132
N 0.40522 -0.31769 -0.32980
N 1.51229 -0.98205 0.35272
N 0.89014 1.89650 0.38235
C -0.89297 -0.96317 -0.23473
C 0.04966 1.06415 0.04928
H 1.87442 -1.40414 -0.34119
H 1.11522 -1.66896 1.07380
H -1.14016 1.25155 0.01634
H 0.72102 2.86166 0.30474
H -0.42846 -1.94226 -0.37754
H -2.05271 0.61013 -0.38464
*
```